[1]
ORCA calculation (wB97M-V/def2-TZVPD) on C6H13N in the gas phase at a distorted geometry.

Cartesian coordinates (Å):
H: 2.234308 -0.113149 -2.107447
H: -3.032743 1.812150 -0.009272
H: -1.859190 3.107538 -0.235247
H: 0.130898 -0.446712 2.488652
H: 0.867895 -0.893064 -2.880980
H: -0.220243 1.968411 0.996067
H: -2.188799 -0.307763 0.738999
C: -1.250334 0.164155 1.029429
C: -0.123147 -0.755181 1.472501
H: 1.378196 0.456394 0.429471
H: 1.999150 -0.927687 1.202262
C: -1.142374 1.458950 0.730199
C: 1.067755 -1.347411 -0.732304
H: 1.694156 -2.242340 -0.677774
H: -0.427219 -1.798572 1.402481
H: 0.051262 -1.751990 -0.822506
C: 1.203303 -0.438013 -1.947275
N: -2.114127 2.196060 0.086862
H: 0.589594 0.448551 -1.769998
C: 1.141661 -0.590332 0.605874

Force components x, y, z for each atom (eV/Å):
-0.0084 0.1021 0.0463
-0.0897 0.2291 -0.2278
-0.5114 0.0765 -0.0426
0.0655 -0.6226 0.2389
-0.0100 -0.1408 0.1060
-0.0915 0.2744 -0.3130
0.0218 -0.0745 0.0847
-0.3657 -0.6042 -0.7787
0.2409 1.4608 -0.1719
-0.2586 0.2308 -0.0525
-0.0613 -0.2210 -0.1514
0.2173 -0.7324 0.1907
-1.1217 -0.1063 0.2244
0.2901 0.2941 -0.4659
-0.1122 0.0513 0.4286
0.0119 -0.0632 0.2019
0.5904 0.0187 -0.0667
0.6640 0.2315 0.4852
0.0373 -0.0242 -0.0910
0.4913 -0.3802 0.3548

Relative energy (zero: lowest compared OMol25 entry of this formula, charge and spin) (kcal per mole): 17.8
DFT total energy (Eh): -291.1303
Frontier orbital gap (Eh): 0.324
E_HOMO (eV): -7.646
Strongest force on any atom (eV Å⁻¹): 1.490
SMILES string: CCCC/C=C/N

[2]
ORCA calculation (wB97M-V/def2-TZVPD) on C24H28N2O2 in the gas phase.

Cartesian coordinates (Å):
H: 6.950716 -0.616477 -2.413981
H: 3.426418 1.239041 -3.951953
C: -0.133147 -1.503715 -0.335784
C: 0.465339 -2.705805 -2.156961
H: 5.872096 1.247532 -3.620025
O: -2.369330 -3.009144 -2.845359
C: -2.483601 1.115690 0.980424
H: -2.751789 1.079831 4.646292
C: 2.249888 -1.304076 0.693455
H: 1.814558 -0.643066 1.436997
H: 1.200870 -2.998450 -4.144633
C: 3.739750 -1.669372 -2.257018
C: -2.932297 2.459570 3.020594
C: 5.881147 -0.614273 -2.563146
H: -1.164422 3.517566 1.045254
C: 1.221603 -1.718677 -0.300364
C: -1.998852 -2.170219 -2.055215
C: -3.624819 3.567800 2.547027
H: -1.369153 1.042716 2.826001
H: 5.591007 -2.470924 -1.542228
H: -0.307177 -0.550486 1.560072
H: -4.536422 2.105397 5.982641
H: 0.088602 2.312115 1.350653
C: -1.844415 1.809414 2.204037
C: -4.283514 2.520446 5.017897
C: 2.919096 -2.827440 -1.734079
H: 2.069258 -0.614747 -3.085438
H: 3.068854 -0.778108 0.202106
H: -0.481103 -3.495053 -3.855645
H: 2.664036 -2.169906 1.212529
H: -1.751561 -1.445802 1.057929
C: -3.277521 1.943571 4.263074
C: -0.623530 -2.124869 -1.529195
H: -3.242632 0.410292 1.331546
C: 3.139505 -0.619020 -2.938491
C: 0.518664 -3.464431 -3.432594
H: 0.843977 -4.490939 -3.259939
N: -1.577069 0.387822 0.113304
H: 3.403900 -3.246984 -0.846252
H: 2.882852 -3.612397 -2.495304
H: -0.865681 1.009800 -0.258721
C: 5.276148 0.431594 -3.239532
C: -4.962878 3.626092 4.538039
H: -5.157132 5.009042 2.916690
C: 5.116389 -1.657383 -2.072657
C: 3.904477 0.426753 -3.424810
H: -2.983577 1.868025 0.364438
C: -0.774100 2.818425 1.781114
H: -2.406034 -0.557942 -1.038117
C: -0.946218 -0.793855 0.699988
H: -3.380044 3.986759 1.582340
N: 1.570384 -2.452458 -1.406286
H: -0.434141 3.384421 2.645635
C: -4.630080 4.147200 3.299450
H: -5.747817 4.079167 5.125177
O: -2.839479 -1.220063 -1.640977

Force components x, y, z for each atom (eV/Å):
0.0883 0.0060 0.0159
-0.0381 0.0688 -0.0448
0.1872 0.0141 0.0592
-0.6214 0.0203 -0.1857
0.0496 0.0707 -0.0259
-0.0844 0.0487 0.0304
-0.0015 0.0710 0.2831
0.0686 -0.0805 0.0156
-0.0251 -0.1029 -0.0745
0.0044 0.0355 0.0522
0.0795 -0.0175 -0.0697
0.0385 0.0103 -0.0072
0.0760 -0.1328 0.0929
0.0902 0.0082 -0.0096
-0.0223 0.1154 -0.0939
-0.2129 0.2974 0.3866
-0.1424 -0.1043 -0.2041
0.0242 -0.0172 -0.0178
-0.0668 0.0529 -0.0045
0.0543 -0.0835 0.0807
-0.1317 -0.0574 -0.0233
-0.0214 -0.0288 0.0754
0.1021 -0.0008 -0.0756
-0.0257 -0.0191 -0.2598
-0.0621 -0.0044 0.0940
0.3179 -0.0820 -0.1417
-0.1406 -0.0036 0.0200
0.0716 0.0523 0.0644
0.0605 -0.0284 -0.0226
0.0869 -0.0006 0.0941
0.0472 0.0715 0.0352
0.0156 -0.0111 -0.0241
0.4905 -0.1194 -0.0209
-0.0517 0.0761 -0.0478
-0.0258 -0.0735 0.0412
0.0061 -0.0107 -0.0469
0.0295 -0.0843 -0.0572
0.1261 0.1155 -0.1133
-0.0570 -0.0066 -0.1314
-0.0311 0.0330 0.1720
-0.0313 -0.1253 -0.0671
0.0567 0.0651 -0.0293
-0.0666 0.0256 0.0698
-0.0409 0.0652 -0.0302
-0.1036 -0.0460 -0.0164
-0.0004 0.0520 -0.0492
-0.0838 0.0024 0.0917
-0.0662 -0.2471 0.1356
0.1482 0.1262 -0.1245
0.2964 -0.0400 0.0736
0.0415 0.0547 -0.1196
-0.2338 -0.0728 0.0925
0.0712 0.0663 0.0166
-0.0688 0.0830 -0.0296
-0.0601 0.0363 0.0443
-0.2111 -0.1437 0.0313

Relative energy (zero: lowest compared OMol25 entry of this formula, charge and spin) (kcal per mole): 17.3
DFT total energy (Eh): -1191.3787
Frontier orbital gap (Eh): 0.316
E_HOMO (eV): -8.083
Strongest force on any atom (eV Å⁻¹): 0.649
SMILES string: Cc1c(CNC[C@@H](C)c2ccccc2)c(C(=O)O)c(C)n1Cc1ccccc1

[3]
ORCA calculation (wB97M-V/def2-TZVPD) on 2 unconnected molecules or ions with the total composition C2H8NS at a distorted geometry.

Cartesian coordinates (Å):
H: 1.588525 -0.192417 1.318772
C: -1.239885 0.610811 -0.146694
S: 1.049210 -2.216894 -1.302423
H: -0.434339 -0.833362 0.925619
H: 1.257583 0.665749 -0.197139
H: 0.517821 -2.465028 -2.493980
C: 0.949743 0.543695 0.834978
N: -0.470668 0.168468 1.016079
H: -1.019774 1.670757 -0.309507
H: -1.008577 0.101913 -1.086837
H: -2.304082 0.471796 0.046579
H: 1.114444 1.474512 1.394552

Force components x, y, z for each atom (eV/Å):
0.0170 -0.1767 -0.1746
-0.1371 0.4341 0.0610
0.1397 0.0668 0.3744
-0.2354 -0.5825 0.0423
0.0256 -0.1754 -0.2426
-0.1847 -0.0977 -0.3420
-0.3072 0.5753 1.0979
0.6967 -0.1841 -0.7808
-0.3028 0.0765 0.0758
0.3170 -0.2612 0.1173
-0.1045 0.1765 0.0293
0.0756 0.1486 -0.2580

Charge: -1
Relative energy (zero: lowest compared OMol25 entry of this formula, charge and spin) (kcal per mole): 10.9
DFT total energy (Eh): -533.9537
Frontier orbital gap (Eh): 0.256
E_HOMO (eV): -2.653
Strongest force on any atom (eV Å⁻¹): 1.277

[4]
ORCA calculation (wB97M-V/def2-TZVPD) on a molecular structure, C25H48Cl3MgN4O4Si at a distorted geometry.

Cartesian coordinates (Å):
H: 0.574959 -1.890466 -0.872208
C: 4.765442 -1.681001 3.266382
H: -2.005819 -0.771842 -4.590691
C: 4.197320 0.526996 0.016131
H: 5.212245 -2.391754 2.564979
C: -1.389533 -2.016008 2.166822
N: 4.094277 1.008744 -1.238551
Mg: -0.456915 0.742051 1.347532
H: -1.939595 -1.686892 3.062660
H: 3.404625 0.847564 6.005415
H: 5.018001 -2.013941 4.281043
H: 5.200241 -0.690266 3.085730
C: -2.609132 3.554015 -2.546813
C: -5.853310 0.091685 -1.411558
O: 1.512131 -0.451989 2.458169
H: 1.314246 -1.332915 -2.412033
H: 2.064995 2.036647 3.088260
O: -0.782367 -1.216330 1.419015
H: -2.594300 -3.758597 3.638080
H: -2.805807 2.016738 0.193878
C: 3.958395 2.435517 -1.473068
C: -1.647639 -1.407631 -3.775555
C: -1.993496 3.045296 -1.457847
O: 4.370684 -0.661746 0.308000
N: -1.451761 -3.336912 1.948335
H: 4.868126 0.482530 -3.108035
H: -2.091560 5.635867 -2.868518
H: -1.373000 4.559063 -0.089764
H: 0.376310 -3.783861 0.972818
C: -3.638050 1.084335 -1.538756
C: -5.868735 -0.067789 -2.804339
H: -2.839118 1.293434 -3.518825
C: 3.724690 0.153617 5.221929
H: -6.720280 -0.212966 -0.814770
H: -3.288186 -1.233381 -1.487637
H: -3.605829 3.219688 -2.843046
H: 3.059923 -2.401240 1.095651
N: 2.906277 0.400014 4.051558
H: -2.716707 4.739627 -4.276839
H: -4.773919 0.274305 -4.654703
C: 4.128493 0.117474 -2.384192
H: -0.895792 -5.035104 0.905490
Si: -0.952308 -0.413564 -2.215533
H: 3.410348 -3.634035 2.341115
H: -2.454984 -2.113967 -3.569666
C: 2.539949 -0.576780 3.155755
H: 3.889813 2.920442 -0.492952
H: 4.395633 -0.882972 -2.037667
H: 1.253344 -0.256010 -0.985898
Cl: -1.948915 1.707226 2.767414
C: -2.520006 -4.099276 2.594167
H: 1.014885 1.313074 4.315856
C: -2.086514 4.665197 -3.382323
C: 2.863109 -2.708574 2.134932
C: -0.701735 -3.960151 0.850621
H: 3.611948 -0.873012 5.594471
H: -0.252712 3.177482 -0.185188
C: -0.920418 3.821802 -0.772805
H: 4.789400 0.347800 5.030400
C: -2.263000 -1.564148 -1.284992
O: -1.335964 0.856044 -0.583794
Cl: 1.477355 1.962529 0.686838
C: 0.704645 -1.030575 -1.545703
C: 2.059625 1.569670 4.081902
H: -1.057260 4.476827 -3.715590
H: 3.058650 2.650782 -2.069353
C: -4.737716 0.655243 -0.776540
C: -2.448115 1.723860 -0.811265
C: -4.777460 0.347042 -3.564725
H: -4.705121 0.783777 0.310712
H: 4.085132 1.305086 0.789348
H: 3.144931 0.085882 -2.875313
H: 2.454487 2.254903 4.835367
C: -3.672376 0.922162 -2.926438
H: -2.188666 -2.602361 -1.633229
N: 3.333548 -1.698416 3.055119
H: -0.298085 4.350786 -1.503979
Cl: -0.361519 1.008618 -3.673716
H: -1.019883 -3.571987 -0.128443
H: -3.491376 -3.924539 2.093113
H: -6.738626 -0.493098 -3.309749
H: 4.830937 2.835655 -2.009249
H: -2.270593 -5.166923 2.545460
H: -0.784130 -1.976207 -4.136420
H: 1.791938 -2.863785 2.279277
H: -2.132722 -1.554086 -0.201463

Force components x, y, z for each atom (eV/Å):
-0.0284 0.2170 -0.2447
0.2992 -0.0436 0.0950
0.2753 -0.0580 -0.0255
-0.0265 -0.7888 0.1559
0.0173 0.3151 0.0397
0.6827 0.9410 -1.1065
0.2541 0.0174 -0.0229
0.6423 0.0983 -0.9933
0.0644 0.1476 -0.2330
0.0358 -0.2474 -0.0588
0.1170 0.0862 -0.1164
-0.1262 -0.2727 -0.0503
-0.1534 -0.2454 1.0211
0.1774 0.0674 0.0821
0.9536 -0.3405 1.1012
0.0013 -0.0074 0.3030
-0.1040 0.0427 0.4059
-0.7650 -1.7770 1.5141
-0.0969 -0.3241 -0.2856
-0.0830 -0.2383 -0.2298
-0.0850 -0.0959 0.0700
0.2527 0.0394 -0.6056
-1.1981 -0.0112 -1.0181
0.0078 0.8648 -0.2367
0.0851 0.0537 -0.1486
-0.0531 -0.1105 0.0874
-0.0153 -0.0298 -0.1157
0.0722 -0.1346 -0.2040
-0.3853 0.0459 -0.0393
-0.1207 0.0546 0.4190
-0.0121 0.0530 0.0582
-0.2638 -0.2799 0.1122
0.1388 -0.0457 0.1439
0.3310 0.0651 -0.2422
0.2935 -0.3295 -0.0969
0.6009 -0.3209 -0.0185
-0.1753 -0.1222 0.2305
0.2091 -0.5789 -0.0896
0.2132 0.2110 0.0858
-0.0726 -0.1258 0.3424
-0.1403 0.1439 -0.0024
0.1080 0.1831 -0.1055
-1.7461 -2.4048 1.6668
-0.1872 0.0392 0.0108
0.1614 0.0330 0.1123
-0.7031 0.2893 -0.6519
-0.1674 0.0491 -0.3700
-0.0505 0.1710 -0.0738
-0.1845 -0.1359 -0.2486
-0.1270 -0.0272 0.3579
-0.0231 0.3047 0.0446
0.2052 0.1040 0.0526
0.0617 0.6062 -0.2777
-0.0497 -0.1621 -0.4484
-0.0694 0.1445 -0.1289
0.0132 0.2164 -0.0839
-0.3143 0.3831 -0.2980
0.6751 -0.3895 0.1205
-0.1743 -0.1029 0.1237
-0.0724 0.3106 1.0928
-0.0042 -0.1733 -1.7433
0.0708 0.0984 0.1183
0.1465 0.0332 -0.3527
-0.4224 0.4723 -0.3889
-0.1500 0.0012 0.1028
0.1573 -0.0592 0.3345
-0.1093 0.1241 -0.5159
-0.1246 0.9676 0.6819
0.2787 0.2442 0.4036
-0.0624 -0.0763 -0.3820
0.1373 -0.1271 -0.1705
0.2173 0.0153 0.1236
-0.1120 0.0110 -0.1867
-0.3171 -0.0656 -0.1117
0.1897 0.1171 -0.0667
-0.3848 0.3075 0.2772
-0.0682 0.0272 0.1725
0.8506 1.6445 0.2075
0.0968 -0.1097 0.3584
0.4149 -0.1837 0.1836
0.1883 0.0778 0.2421
-0.0531 -0.1547 0.0496
-0.1218 0.3556 0.1999
0.0442 -0.1063 -0.3151
0.1817 -0.0008 -0.0441
-0.2194 0.0117 -0.1563

Charge: -1
Relative energy (zero: lowest compared OMol25 entry of this formula, charge and spin) (kcal per mole): 0.0
DFT total energy (Eh): -3371.8271
Frontier orbital gap (Eh): 0.256
E_HOMO (eV): -4.645
Strongest force on any atom (eV Å⁻¹): 3.407